i | A 2-piece molecular cluster, C4H10O3 overall, computed with wB97M-V/def2-TZVPD.

The HOMO-LUMO gap is 11.6 eV. The calculation puts the HOMO energy at -11.040 eV. Its structure (SMILES) is CCCC(=O)O.O. As for the molar mass: 106.12 g/mol.

Last column: Mulliken charge in e.
CARTESIAN COORDINATES (ANGSTROEM)
O1 1.91738 0.28096 1.07422  -0.562
C1 1.20478 0.47794 0.11696  0.636
O2 1.78702 0.99616 -1.01120  -0.483
C2 -0.18388 0.04254 -0.24699  -0.304
C3 -0.79133 -0.56183 0.96810  -0.625
C4 -1.49229 0.34885 1.92757  -1.290
H1 2.75401 0.83592 -0.74350  0.326
H2 -0.16344 -0.80967 -1.19920  0.242
H3 -0.84075 0.77389 -0.66911  0.363
H4 -1.49548 -1.40513 0.74548  0.320
H5 -0.02555 -1.06694 1.53644  0.325
H6 -2.36493 0.68243 1.51919  0.403
H7 -0.94447 1.23772 2.30672  0.323
H8 -1.72563 -0.20169 2.86717  0.320
H9 0.77390 -0.53900 -2.30479  0.317
H10 1.17444 -0.45897 -3.71786  0.305
O3 0.41622 -0.63320 -3.16921  -0.615

***

ii | A 2-piece molecular cluster, C4H10O3 overall, computed with wB97M-V/def2-TZVPD.

The HOMO-LUMO gap is 10.4 eV. The calculation puts the HOMO energy at -9.764 eV. Its structure (SMILES) is C[C@@H](O)CC=O.O. As for the molar mass: 106.12 g/mol.

Last column: Mulliken charge in e.
CARTESIAN COORDINATES (ANGSTROEM)
O1 0.98961 2.94063 -1.66862  -0.423
C1 0.96416 2.49328 -0.57265  -0.165
C2 -0.15661 1.69783 0.03412  -0.538
C3 0.07214 0.11300 0.15930  0.241
C4 -0.77847 -0.46556 1.22751  -1.216
O2 -0.18334 -0.45550 -1.13336  -0.659
H1 1.92225 2.55960 0.02693  0.327
H2 -1.04913 1.99299 -0.46640  0.384
H3 -0.06286 2.06204 1.07010  0.294
H4 1.09873 0.08669 0.40338  0.290
H5 -0.46463 -1.51814 1.31685  0.385
H6 -1.87520 -0.42222 1.06261  0.280
H7 -0.39004 -0.05062 2.15636  0.398
H8 0.58665 -0.87955 -1.50820  0.343
H9 -0.49510 -4.12646 -0.96342  0.314
H10 -0.19504 -2.56684 -0.69976  0.385
O3 0.01687 -3.46118 -0.44477  -0.638

***

Energetically preferred structure: i | next structure: +7.2 kcal/mol

***

i | A 2-piece molecular cluster, C4H10O3 overall, computed with wB97M-V/def2-TZVPD.

The HOMO-LUMO gap is 10.5 eV. The calculation puts the HOMO energy at -9.894 eV. Its structure (SMILES) is C[C@H](O)CC=O.O. As for the molar mass: 106.12 g/mol.

Last column: Mulliken charge in e.
CARTESIAN COORDINATES (ANGSTROEM)
O1 1.67324 -1.69406 0.13795  -0.459
C1 0.96647 -1.92272 -0.81328  0.086
C2 -0.15845 -0.97383 -1.26812  -0.893
C3 -0.18305 0.17930 -0.20314  0.472
C4 -0.87478 -0.28370 1.06621  -1.482
O2 -0.75706 1.31145 -0.88804  -0.545
H1 1.31566 -2.72245 -1.48780  0.396
H2 0.09562 -0.57195 -2.23464  0.418
H3 -1.13104 -1.50608 -1.33319  0.292
H4 0.85321 0.39532 0.10688  0.252
H5 -1.86705 0.23581 1.11435  0.449
H6 -1.31258 -1.30040 1.06528  0.349
H7 -0.39926 -0.16479 2.03982  0.296
H8 -0.22706 1.46727 -1.67386  0.319
H9 1.25110 2.37752 0.93367  0.330
H10 0.04221 2.28940 1.89226  0.326
O3 0.71280 2.88391 1.54567  -0.605

***

ii | A 2-piece molecular cluster, C4H10O3 overall, computed with wB97M-V/def2-TZVPD.

The HOMO-LUMO gap is 9.3 eV. The calculation puts the HOMO energy at -8.684 eV. Its structure (SMILES) is C=C(O)O.CCO. As for the molar mass: 106.12 g/mol.

Last column: Mulliken charge in e.
CARTESIAN COORDINATES (ANGSTROEM)
C1 -1.16927 0.15406 1.76277  -0.426
C2 -0.76701 1.31112 0.53354  -1.127
O1 -0.23098 -0.82468 1.91672  -0.525
H1 -0.28598 -1.38158 1.09861  0.436
H2 -1.21153 0.72544 2.68936  0.373
H3 -2.15033 -0.21889 1.45937  0.305
H4 0.17558 1.69592 0.91817  0.293
H5 -0.61521 1.43910 -0.54823  0.380
H6 -1.47788 2.11118 0.73147  0.389
C3 1.06795 -0.89606 -1.21933  0.699
C4 1.18702 -0.22891 -2.37025  -0.836
O2 2.12804 -1.17150 -0.42087  -0.526
O3 -0.11514 -1.09695 -0.60107  -0.663
H7 -0.78500 -0.17112 -0.64847  0.334
H8 1.79397 -1.39337 0.46539  0.334
H9 2.13978 -0.16205 -2.86208  0.284
H10 0.31600 0.10829 -2.90509  0.277

***

Energetically preferred structure: i | next structure: +38.0 kcal/mol

***

i | One molecule with the formula C5H8S3, computed with wB97M-V/def2-TZVPD.

The HOMO-LUMO gap is 8.4 eV. The calculation puts the HOMO energy at -8.645 eV. Its structure (SMILES) is C=CSC(=S)[C@@H](C)S. As for the molar mass: 164.32 g/mol.

Last column: Mulliken charge in e.
CARTESIAN COORDINATES (ANGSTROEM)
C1 -1.32206 1.05640 1.89015  -0.969
C2 -0.27268 0.84285 0.55616  -0.108
C3 1.11864 0.58106 0.88653  0.477
C4 0.37764 -1.58899 -1.05516  -0.387
C5 1.04711 -1.67696 -2.37311  -0.506
H1 -2.38793 1.14327 1.48152  0.311
H2 -1.03480 1.96152 2.54088  0.313
H3 -1.36611 -0.00494 2.48870  0.258
H4 -0.77662 -0.21767 0.27632  -0.093
H5 -0.60210 0.82075 -1.55513  0.171
H6 -0.58324 -1.95632 -0.66246  0.503
H7 0.40474 -2.11756 -3.09459  0.296
H8 2.26703 -1.36603 -2.57954  0.236
S1 -0.61422 1.95457 -0.78548  -0.142
S2 2.08325 1.51321 1.76666  -0.230
S3 1.66133 -0.94517 0.21857  -0.131

***

ii | One molecule with the formula C5H8S3, computed with wB97M-V/def2-TZVPD.

The HOMO-LUMO gap is 8.9 eV. The calculation puts the HOMO energy at -8.284 eV. Its structure (SMILES) is CS[C@@H]1SC[C@@H]2S[C@H]12. As for the molar mass: 164.32 g/mol.

Last column: Mulliken charge in e.
CARTESIAN COORDINATES (ANGSTROEM)
C1 -1.75786 1.09557 1.33102  -0.603
C2 0.63315 -0.50951 0.79382  -0.268
C3 1.55537 0.31388 -1.64650  -0.613
C4 0.47969 -0.78142 -1.68883  -0.109
C5 0.09553 -1.29801 -0.34964  -0.438
H1 -1.33200 2.24542 1.06726  0.241
H2 -2.09055 0.48629 0.22989  0.111
H3 -2.50023 1.04348 2.34198  0.268
H4 1.52029 -0.94966 1.40875  0.339
H5 1.49901 1.21401 -2.35534  0.347
H6 2.55797 -0.18794 -1.60334  0.297
H7 0.58109 -1.58557 -2.47933  0.375
H8 -0.08542 -2.38077 -0.09346  0.393
S1 -0.49738 -0.08522 1.99872  -0.038
S2 1.35732 1.08126 0.05229  -0.140
S3 -1.24653 -0.54655 -1.37324  -0.163

***

iii | One molecule with the formula C5H8S3, computed with wB97M-V/def2-TZVPD.

The HOMO-LUMO gap is 9.5 eV. The calculation puts the HOMO energy at -9.019 eV. Its structure (SMILES) is S[C@H]1[C@H]2S[C@H]2C[C@@H]1S. As for the molar mass: 164.32 g/mol.

Last column: Mulliken charge in e.
CARTESIAN COORDINATES (ANGSTROEM)
C1 0.84734 -0.10066 -0.52793  -0.550
C2 0.22469 -1.46783 -0.13939  -0.392
C3 -1.17203 -0.86815 0.09304  -0.264
C4 -1.26758 0.46731 0.57309  -0.971
C5 0.26500 0.92040 0.36894  0.081
H1 3.10838 -0.03583 0.75514  0.150
H2 0.40380 0.17349 -1.39814  0.448
H3 0.31294 -2.22833 -1.01251  0.303
H4 0.55182 -1.90289 0.90023  0.264
H5 -1.91076 -1.41951 0.83367  0.348
H6 -1.92806 0.80468 1.22728  0.684
H7 0.39714 0.65453 1.47197  0.318
H8 -1.01738 2.32856 -0.92714  0.160
S1 2.81231 -0.12942 -0.74751  -0.198
S2 -2.14932 0.26666 -1.15122  -0.170
S3 0.52170 2.53699 -0.31952  -0.210

***

iv | One molecule with the formula C5H8S3, computed with wB97M-V/def2-TZVPD.

The HOMO-LUMO gap is 8.4 eV. The calculation puts the HOMO energy at -8.452 eV. Its structure (SMILES) is S=C1SCCCCS1. As for the molar mass: 164.32 g/mol.

Last column: Mulliken charge in e.
CARTESIAN COORDINATES (ANGSTROEM)
C1 2.40576 -0.14102 0.01165  0.129
C2 -0.10886 -1.28711 0.82897  -1.013
C3 -1.26877 -0.77813 -0.03209  -0.312
C4 -0.89116 0.41506 -0.83788  -0.718
C5 -0.21767 1.55937 -0.04120  -0.653
H1 -0.35117 -2.19388 1.34890  0.471
H2 0.02778 -0.68045 1.71275  0.424
H3 -2.11076 -0.46877 0.64014  0.278
H4 -1.74568 -1.55546 -0.73622  0.250
H5 -1.80938 0.73911 -1.28140  0.408
H6 -0.30063 0.29963 -1.77152  0.334
H7 -0.62742 1.94443 0.88992  0.383
H8 -0.16532 2.45598 -0.69197  0.375
S1 4.03399 -0.11905 -0.17958  -0.208
S2 1.49668 -1.63519 -0.20197  -0.051
S3 1.63260 1.44549 0.34152  -0.096

***

Energetically preferred structure: iv | next structure: +42.5 kcal/mol

***

i | A 2-piece molecular cluster, C11H18 overall, computed with wB97M-V/def2-TZVPD.

The HOMO-LUMO gap is 10.0 eV. The calculation puts the HOMO energy at -9.003 eV. Its structure (SMILES) is Cc1ccccc1.CC(C)C. As for the molar mass: 150.27 g/mol.

Last column: Mulliken charge in e.
CARTESIAN COORDINATES (ANGSTROEM)
C1 -2.14354 1.94173 0.44442  -1.287
C2 0.28620 1.66599 -0.22658  0.137
C3 -0.66141 2.03060 0.71794  0.245
C4 1.63081 1.95812 -0.06821  -0.754
C5 2.08090 2.55958 1.09922  -0.325
C6 -0.16744 2.49624 1.93499  -0.291
C7 1.17423 2.77643 2.12021  -0.540
H1 0.05931 0.99935 -1.04511  0.314
H2 2.28861 1.45808 -0.76967  0.375
H3 -2.71209 2.58610 1.11022  0.438
H4 -2.41917 0.88725 0.46566  0.196
H5 3.13891 2.62128 1.32021  0.338
H6 -0.87778 2.65912 2.73687  0.357
H7 1.39554 2.96343 3.16339  0.334
H8 -2.36910 2.35298 -0.54106  0.332
C8 0.40092 -2.23039 -0.75098  0.993
C9 -0.67600 -1.82820 0.26192  -1.393
C10 0.24027 -3.69438 -1.06105  -1.632
C11 0.19440 -1.33939 -2.01386  -1.336
H9 1.38801 -1.96451 -0.36710  0.257
H10 -1.61244 -1.41858 -0.12459  0.285
H11 -0.76164 -3.91073 -1.41101  0.385
H12 0.93891 -4.10146 -1.79524  0.371
H13 0.37651 -4.35638 -0.20015  0.403
H14 -0.65219 -1.78067 -2.55333  0.396
H15 -0.25693 -0.43745 -1.64331  0.321
H16 1.05016 -1.16020 -2.65550  0.365
H17 -0.40962 -1.04084 0.97431  0.313
H18 -0.92435 -2.69312 0.87738  0.404

***

ii | A 2-piece molecular cluster, C11H18 overall, computed with wB97M-V/def2-TZVPD.

The HOMO-LUMO gap is 9.9 eV. The calculation puts the HOMO energy at -8.987 eV. Its structure (SMILES) is CCc1ccccc1.CCC. As for the molar mass: 150.27 g/mol.

Last column: Mulliken charge in e.
CARTESIAN COORDINATES (ANGSTROEM)
C1 1.47035 0.28993 -0.07026  0.154
C2 2.26097 0.66797 -1.29138  -1.376
C3 1.55282 -1.16100 0.32393  0.839
C4 1.11029 -1.56776 1.59324  -0.718
C5 1.90002 -2.13099 -0.59534  -0.351
C6 1.18463 -2.89006 1.97088  -0.342
C7 1.88857 -3.48887 -0.23027  -0.534
C8 1.56950 -3.89393 1.06463  -0.503
H1 1.76144 0.96933 0.73879  0.383
H2 0.41578 0.56548 -0.26709  -0.179
H3 1.95646 1.66292 -1.65896  0.357
H4 0.94541 -0.83430 2.37811  0.339
H5 2.19266 -1.99553 -1.62134  0.179
H6 0.87912 -3.28219 2.92891  0.351
H7 2.03187 -4.29489 -0.93606  0.338
H8 1.59335 -4.92145 1.39972  0.376
H9 2.23955 0.05484 -2.17885  0.358
H10 3.33103 0.83257 -1.07507  0.316
C9 -2.33056 1.94637 -0.17131  0.076
C10 -2.99316 2.57027 1.06383  -1.135
C11 -2.86300 2.34965 -1.57362  -1.209
H11 -1.26844 2.21515 -0.13921  0.069
H12 -2.38800 0.85785 -0.09241  0.307
H13 -3.46235 3.53335 0.86085  0.314
H14 -2.57764 3.38232 -1.76609  0.324
H15 -2.19367 2.70270 1.79409  0.312
H16 -3.78124 1.91622 1.44661  0.292
H17 -2.47152 1.64374 -2.30575  0.333
H18 -3.95423 2.30031 -1.59058  0.330

***

Energetically preferred structure: ii | next structure: +7.0 kcal/mol

***

i | A 2-piece molecular cluster, C11H18 overall, computed with wB97M-V/def2-TZVPD.

The HOMO-LUMO gap is 9.9 eV. The calculation puts the HOMO energy at -9.044 eV. Its structure (SMILES) is Cc1ccccc1.CC(C)C. As for the molar mass: 150.27 g/mol.

Last column: Mulliken charge in e.
CARTESIAN COORDINATES (ANGSTROEM)
C1 -0.81267 -1.39055 1.73285  1.878
C2 -0.51731 -2.81860 2.30091  -1.335
C3 -2.21629 -1.01770 1.35094  -1.525
C4 -0.34729 -0.33421 2.74702  -1.571
H1 -0.09767 -1.41976 0.91880  -0.665
H2 -1.28639 -3.56380 2.09390  0.345
H3 -3.00494 -1.06130 2.11196  0.382
H4 -2.24989 0.04995 1.11783  0.336
H5 -2.67640 -1.62745 0.56437  0.365
H6 -0.78156 -0.49413 3.73860  0.375
H7 0.74799 -0.25023 2.81192  0.350
H8 -0.46885 -2.70724 3.38797  0.274
H9 0.42639 -3.20419 1.92340  0.334
H10 -0.51739 0.72613 2.54429  0.392
C5 2.47414 1.38780 0.10783  -1.530
C6 0.74096 2.16927 -1.52545  -0.569
C7 1.43622 1.08888 -0.91511  0.910
C8 -0.40885 1.90891 -2.24781  -0.371
C9 -0.78160 0.60591 -2.56577  -0.622
C10 0.98106 -0.18066 -1.13699  -0.374
C11 -0.15582 -0.45253 -1.91315  -0.305
H11 1.12851 3.16732 -1.37159  0.403
H12 -1.00858 2.75810 -2.55482  0.399
H13 3.19060 2.15740 -0.17402  0.444
H14 3.11486 0.53108 0.33588  0.379
H15 -1.68419 0.36414 -3.11056  0.341
H16 1.40076 -0.92777 -0.46774  0.316
H17 -0.44441 -1.48385 -2.06047  0.406
H18 2.04984 1.70059 1.06784  0.238

***

ii | A 2-piece molecular cluster, C11H18 overall, computed with wB97M-V/def2-TZVPD.

The HOMO-LUMO gap is 9.8 eV. The calculation puts the HOMO energy at -8.802 eV. Its structure (SMILES) is CCc1ccccc1.CCC. As for the molar mass: 150.27 g/mol.

Last column: Mulliken charge in e.
CARTESIAN COORDINATES (ANGSTROEM)
C1 1.70516 2.98036 -0.36856  -0.283
C2 0.21060 2.95873 -0.99543  -1.138
C3 1.89350 2.45326 1.05431  -0.906
H1 2.39652 2.36769 -0.83191  0.285
H2 1.95049 4.01151 -0.56564  0.317
H3 -0.30809 3.78858 -0.74982  0.438
H4 -0.57445 2.16874 -0.82133  0.156
H5 2.95403 2.32011 1.19804  0.369
H6 1.81995 3.33570 1.85884  0.253
H7 0.16250 2.78412 -2.01157  0.399
H8 1.29993 1.59212 1.49703  0.131
C4 0.54406 -0.70614 1.53742  0.249
C5 -0.17974 -1.28492 2.74848  -1.231
C6 -0.20375 -1.22668 0.38816  0.272
C7 -1.48604 -0.63921 0.20296  -0.294
C8 0.34535 -1.92059 -0.62395  -0.222
C9 -2.04484 -0.72836 -1.02605  -0.427
C10 -0.28405 -2.12589 -1.82386  -0.569
C11 -1.46501 -1.49993 -2.02158  -0.472
H9 0.43383 0.47732 1.57060  -0.413
H10 1.73147 -0.84934 1.49968  0.509
H11 -0.79238 -0.69918 3.43689  0.346
H12 -1.83376 0.12782 0.92732  0.301
H13 1.43327 -2.28298 -0.52562  0.204
H14 -3.06367 -0.20594 -1.01922  0.244
H15 0.15385 -2.82530 -2.51838  0.393
H16 -1.95517 -1.60815 -2.93777  0.469
H17 0.72992 -1.81992 3.20728  0.327
H18 -0.74955 -2.24669 2.35411  0.295

***

Energetically preferred structure: i | next structure: +62.5 kcal/mol